A structure of composition C6H2BF4O4Tl at a distorted geometry, computed with wB97M-V/def2-TZVPD.

The calculation puts the energy relative to the best compared isomer or geometry (same formula, charge and spin) at 123.2 kJ/mol. For the lowest unoccupied orbital energy, the calculation gives -5.96 eV. The total energy comes out at -1127.54108 hartree. For the molar mass, the calculation gives 429.26 g mol⁻¹. The HOMO-LUMO gap is 3.6606 eV. The net charge is 0.

Geometry as XYZ:
```
18
C6H2BF4O4Tl | the OMol25 dataset | wB97M-V/def2-TZVPD
Tl -1.65737 -2.87891 -0.73949
F -0.89566 -5.48077 -4.03345
F -2.86412 -6.22529 -4.04042
F -1.15306 -7.58644 -4.62661
F -1.96900 -5.89842 -6.01812
O 0.51954 0.20551 2.12571
O -0.96887 1.73897 0.34050
O 2.57251 3.87385 3.77962
O 1.34492 5.56143 1.59525
C 1.22204 4.28375 1.77837
C 1.44765 2.05349 3.11244
C 0.25277 3.75100 1.00441
C -0.09368 2.31510 1.06607
C 0.62263 1.39196 2.17899
C 1.80073 3.36123 2.90328
B -1.68795 -6.36296 -4.69382
H 1.78739 1.62085 4.04184
H -0.28046 4.27566 0.22544
```